P | Entry from OMol25: an isolated ion of composition C3H8NO and charge -1 (ωB97M-V/def2-TZVPD).

Its charge is -1. For the HOMO-LUMO gap, the calculation gives 0.254 Ha. The lowest unoccupied orbital energy comes out at 4.38 eV.

Each line ends with the natural charge from an NBO analysis.
Element x y z (Å)
1 C -0.72475 -1.49833 -0.12537  -0.627
2 C -0.86056 0.02001 0.23986  -0.215
3 N 0.36939 0.49228 0.79773  -0.725
4 C 1.29046 1.12275 -0.33271  0.155
5 O 0.99986 2.36516 -0.57332  -0.923
6 H -0.63070 -1.96598 0.85471  0.186
7 H -1.47719 -2.02648 -0.71334  0.179
8 H 0.23861 -1.73155 -0.58740  0.201
9 H -1.16127 0.52992 -0.68977  0.160
10 H -1.70397 0.03589 0.94079  0.158
11 H 0.17566 1.39076 1.23129  0.353
12 H 2.31328 0.95051 0.07697  0.059
13 H 1.17118 0.31506 -1.11944  0.039

Q | Entry from OMol25: an isolated ion of composition C3H8NO and charge -1 (ωB97M-V/def2-TZVPD).

Its charge is -1. For the HOMO-LUMO gap, the calculation gives 0.235 Ha. The lowest unoccupied orbital energy comes out at 4.42 eV.

Each line ends with the natural charge from an NBO analysis.
Element x y z (Å)
1 N 1.37792 -1.69963 1.08136  -0.879
2 C 0.86433 -0.33159 0.65120  -0.216
3 C -0.41490 -0.53713 -0.10908  -0.539
4 C -1.15884 1.12699 -0.40559  0.133
5 O -0.84053 1.70556 -1.41217  -0.836
6 H 2.41348 -1.58210 1.41946  0.314
7 H 1.34713 -2.46434 0.48877  0.349
8 H 0.76540 0.36937 1.46426  0.180
9 H 1.61300 0.13807 -0.09660  0.148
10 H -0.32984 -1.07193 -0.98217  0.165
11 H -1.16144 -0.90917 0.43722  0.164
12 H -1.09385 1.57312 0.70992  0.011
13 H -2.21860 0.65028 -0.53216  0.005

R | Entry from OMol25: a 2-piece molecular cluster, C3H8NO overall (ωB97M-V/def2-TZVPD).

Its charge is -1. For the HOMO-LUMO gap, the calculation gives 0.247 Ha. The lowest unoccupied orbital energy comes out at 4.32 eV.

Each line ends with the natural charge from an NBO analysis.
Element x y z (Å)
1 C -0.24873 0.03620 2.60770  -0.186
2 O 0.00901 -0.91966 1.70340  -0.971
3 H -1.04273 -0.20807 3.36544  0.070
4 H 0.62026 0.32382 3.26265  0.071
5 H -0.58294 1.01170 2.14996  0.063
6 C 1.13329 0.79523 -1.79987  -0.442
7 C -0.81562 -0.21898 -1.12335  -0.070
8 N -0.13844 0.18231 -2.11163  -0.463
9 H 1.07035 1.86392 -2.03399  0.178
10 H 1.88171 0.41363 -2.50395  0.175
11 H 1.52488 0.72880 -0.78015  0.198
12 H -1.82938 -0.56922 -1.32557  0.125
13 H -0.53410 -0.35144 -0.06052  0.252

S | Entry from OMol25: C3H8NO as an isolated structure (ωB97M-V/def2-TZVPD).

Its charge is -1. For the HOMO-LUMO gap, the calculation gives 0.264 Ha. The lowest unoccupied orbital energy comes out at 4.74 eV.

Each line ends with the natural charge from an NBO analysis.
Element x y z (Å)
1 C -0.28200 0.39917 -0.46720  -0.399
2 N 0.07842 0.95160 -1.89766  -0.895
3 C 0.49106 1.20386 0.63495  -0.539
4 C 0.23358 -0.27710 0.91572  0.265
5 O 1.11931 -1.18487 0.96833  -0.812
6 H -0.03177 -0.29771 -1.41581  0.428
7 H -1.02400 -2.70041 0.06285  0.025
8 H -1.35787 0.52530 -0.45438  0.179
9 H 1.10474 0.96825 -1.85416  0.302
10 H 0.03057 2.20325 0.60696  0.197
11 H 1.56131 1.42280 0.54762  0.188
12 H -1.31383 -2.96990 0.69550  -0.026
13 H -0.60952 -0.24424 1.65729  0.088

The computed energies, referenced to the most stable structure and given in hartree, are P 0.0000; Q 0.0597; R 0.0288; S 0.2022.

P | Entry from OMol25: a 2-piece molecular cluster, C5H8N3 overall (ωB97M-V/def2-TZVPD).

Its charge is +1. For the HOMO-LUMO gap, the calculation gives 0.428 Ha. The lowest unoccupied orbital energy comes out at -2.63 eV.

Each line ends with the natural charge from an NBO analysis.
Element x y z (Å)
1 C 0.63157 -2.68544 1.15461  -0.041
2 C 0.36625 -1.38567 1.24650  -0.071
3 C -0.40704 -2.05498 -0.66292  0.268
4 C -0.67291 1.43668 -0.90839  0.225
5 C -0.09774 3.84820 -0.42823  -0.442
6 N -0.36265 2.52996 -0.70893  -0.393
7 N 0.21967 -3.12166 -0.07418  -0.473
8 N -0.26867 -1.02497 0.07938  -0.467
9 H 1.17874 -3.31292 1.77780  0.249
10 H 0.70262 -0.50354 1.91255  0.267
11 H -0.88946 -2.04673 -1.61798  0.250
12 H -0.62417 -0.09001 -0.14669  0.431
13 H 0.70171 4.30490 -1.18512  0.247
14 H 0.24952 3.88650 0.56997  0.242
15 H -0.97736 4.33019 -0.69636  0.245
16 H 0.24990 -4.11051 -0.31201  0.460

Q | Entry from OMol25: an isolated ion of composition C5H8N3 and charge +1 (ωB97M-V/def2-TZVPD).

Its charge is +1. For the HOMO-LUMO gap, the calculation gives 0.343 Ha. The lowest unoccupied orbital energy comes out at -4.88 eV.

Each line ends with the natural charge from an NBO analysis.
Element x y z (Å)
1 C 2.57042 0.50336 0.42886  -0.268
2 C 1.39662 0.35535 -0.22040  -0.093
3 C 0.78628 0.75769 -1.55076  0.061
4 N -0.45979 0.54521 -1.63417  -0.164
5 N -0.95169 -0.04944 -0.46981  -0.222
6 C -2.34038 -0.38770 -0.45156  -0.441
7 C -0.09801 -0.21464 0.52159  0.538
8 N -0.11719 -0.64627 1.73506  -0.718
9 H 2.91383 0.29077 1.38053  0.230
10 H 3.44236 0.84586 -0.13077  0.246
11 H 1.14086 1.14528 -2.39404  0.239
12 H -2.68304 -0.02398 -1.41223  0.264
13 H -2.57569 -1.42785 -0.41666  0.231
14 H -2.87717 0.08666 0.35658  0.224
15 H 0.80225 -0.79651 2.04413  0.430
16 H -0.94967 -0.98381 2.21363  0.444

The computed energies, referenced to the most stable structure and given in hartree, are P 0.0000; Q 0.0479.

P | Entry from OMol25: a 4-piece molecular cluster, H9O4 overall (ωB97M-V/def2-TZVPD).

Its charge is +1. For the HOMO-LUMO gap, the calculation gives 0.488 Ha. The lowest unoccupied orbital energy comes out at -3.08 eV.

Each line ends with the natural charge from an NBO analysis.
Element x y z (Å)
1 O -0.16184 -1.79461 1.82666  -0.920
2 H -0.88205 -2.42994 1.85342  0.523
3 H 0.49527 -2.08504 2.46579  0.526
4 O 0.19699 -0.91276 -2.18623  -0.965
5 H 0.53866 -0.59360 -3.03508  0.509
6 H -0.06442 -1.81657 -2.38033  0.502
7 O 0.02872 2.63712 0.15391  -0.964
8 H 0.75493 3.08676 -0.30975  0.508
9 H -0.54327 3.35272 0.46930  0.513
10 O -0.08464 0.05666 0.26422  -0.883
11 H -0.01364 -0.21092 -0.68849  0.553
12 H -0.03801 1.04678 0.39296  0.559
13 H -0.08097 -0.72893 0.98240  0.539

Q | Entry from OMol25: H9O4 as an isolated structure (ωB97M-V/def2-TZVPD).

Its charge is +1. For the HOMO-LUMO gap, the calculation gives 0.435 Ha. The lowest unoccupied orbital energy comes out at -3.65 eV.

Each line ends with the natural charge from an NBO analysis.
Element x y z (Å)
1 O 0.35175 -1.09964 0.66468  -0.796
2 H 0.34349 -0.57451 1.51321  0.540
3 H -0.36072 -0.33038 0.07698  0.510
4 H -0.43957 -1.62612 0.93812  0.510
5 O 0.97582 1.19806 2.82611  -0.983
6 H 1.77354 1.83060 2.73139  0.503
7 H 1.19619 0.66495 3.64330  0.488
8 O -0.18850 -0.43713 -2.92212  -0.959
9 H 0.28510 -1.11904 -3.36741  0.515
10 H 0.32834 0.36029 -3.19969  0.498
11 O -1.16027 0.37737 -0.59154  -0.907
12 H -2.10547 0.21810 -0.54134  0.526
13 H -0.85132 0.26678 -1.61156  0.554

The computed energies, referenced to the most stable structure and given in hartree, are P 0.0000; Q 0.0455.

P | Entry from OMol25: one molecule with the formula C3H9NO3 (ωB97M-V/def2-TZVPD).

Its charge is 0. For the HOMO-LUMO gap, the calculation gives 0.371 Ha. The lowest unoccupied orbital energy comes out at 0.58 eV.

Each line ends with the natural charge from an NBO analysis.
Element x y z (Å)
1 C 2.18262 0.53025 0.18092  -0.650
2 C 0.42206 0.46914 0.22308  0.258
3 O -0.05680 0.95595 -0.99540  -0.769
4 N 0.17163 -0.87121 0.43959  -0.664
5 C -1.48309 -1.08112 0.32943  0.507
6 O -1.83806 -1.21437 -1.00801  -0.729
7 O -2.19654 -0.06665 0.96598  -0.715
8 H 2.43938 1.54356 0.49628  0.196
9 H 2.50872 0.36016 -0.84640  0.203
10 H 2.64055 -0.18360 0.86583  0.217
11 H 0.11846 1.11270 1.05189  0.169
12 H 0.13732 1.90769 -1.02532  0.485
13 H 0.53839 -1.44010 -0.31823  0.362
14 H -1.68369 -2.03030 0.83029  0.154
15 H -1.34962 -0.50500 -1.46167  0.494
16 H -2.55132 0.51287 0.27174  0.483

Q | Entry from OMol25: a 3-piece molecular cluster, C3H9NO3 overall (ωB97M-V/def2-TZVPD).

Its charge is 0. For the HOMO-LUMO gap, the calculation gives 0.188 Ha. The lowest unoccupied orbital energy comes out at -3.51 eV.

Each line ends with the natural charge from an NBO analysis.
Element x y z (Å)
1 C -0.22317 -0.44807 1.19683  -0.479
2 N -0.36452 0.85191 0.56577  -0.403
3 C -1.56784 1.11314 -0.03572  0.132
4 C -2.39876 0.12836 -0.66934  0.301
5 O 2.22621 -1.45210 0.06506  -1.085
6 O -2.06277 -1.03010 -0.81650  -0.399
7 H -1.06166 -0.85235 1.74911  0.215
8 H -0.01190 -1.25265 0.46355  0.302
9 H 0.69277 -0.37120 1.80142  0.267
10 H 0.41108 1.06506 -0.12481  0.499
11 H -1.82888 2.15543 -0.08817  0.211
12 H -3.39239 0.51824 -0.94486  0.143
13 H 3.14797 -1.70733 -0.04276  0.453
14 H 2.08513 -0.53030 -0.54625  0.493
15 H 2.31721 1.05610 -1.72251  0.454
16 O 2.03152 0.75587 -0.85082  -1.103

R | Entry from OMol25: a 2-piece molecular cluster, C3H9NO3 overall (ωB97M-V/def2-TZVPD).

Its charge is 0. For the HOMO-LUMO gap (alpha / beta), the calculation gives 0.316 / 0.318 Ha. The lowest unoccupied orbital energy (alpha / beta) comes out at -0.31 / 0.00 eV.

Each line ends with the natural charge from an NBO analysis.
Element x y z (Å)
1 C -0.13368 0.41580 0.71669  0.231
2 C -2.85643 -0.33666 0.08316  -0.281
3 C 2.38078 0.62023 -0.57598  -0.463
4 N 1.53916 -0.11659 0.34757  0.014
5 O -0.27754 0.30393 -0.57323  -0.510
6 O -2.03121 0.78262 0.13457  -0.415
7 O 1.64534 -1.47789 0.20785  -0.535
8 H 1.62145 -1.69259 -0.74274  0.460
9 H 0.03474 1.39709 1.16113  0.167
10 H -0.41809 -0.39454 1.39011  0.167
11 H -3.65839 -0.22133 0.82880  0.192
12 H -2.32070 -1.27123 0.32190  0.168
13 H -3.32411 -0.45360 -0.90284  0.170
14 H 2.23885 0.31026 -1.61817  0.195
15 H 2.13518 1.67630 -0.48778  0.227
16 H 3.42464 0.45819 -0.29103  0.213

S | Entry from OMol25: a 2-piece molecular cluster, C3H9NO3 overall (ωB97M-V/def2-TZVPD).

Its charge is 0. For the HOMO-LUMO gap, the calculation gives 0.182 Ha. The lowest unoccupied orbital energy comes out at -3.80 eV.

Each line ends with the natural charge from an NBO analysis.
Element x y z (Å)
1 C -0.02570 0.31409 1.10916  -0.245
2 C -0.90580 0.15745 -0.07746  -0.442
3 C -0.10260 0.35882 -1.44259  0.368
4 O 0.54048 -0.84977 -1.71933  -0.752
5 O 0.71058 1.37442 -1.50020  -0.554
6 N 0.62191 1.52036 0.96282  -0.579
7 H 0.73109 -0.61933 0.93259  0.398
8 H -0.50891 0.09089 2.04856  0.283
9 H -1.78115 0.79239 0.02747  0.230
10 H -1.29305 -0.83959 -0.18033  0.276
11 H -0.89962 0.44486 -2.21230  0.201
12 H 0.67257 1.86084 -0.01623  0.439
13 H 0.90904 2.08467 1.74698  0.403
14 H 0.46382 -3.01503 0.84312  0.468
15 H 0.60445 -1.53648 -1.01802  0.524
16 O 0.26291 -2.13858 0.49577  -1.018

The computed energies, referenced to the most stable structure and given in hartree, are P 0.0000; Q 0.1386; R 0.2369; S 0.2150.

P | Entry from OMol25: C3H9NO3 as an isolated structure (ωB97M-V/def2-TZVPD).

Its charge is 0. For the HOMO-LUMO gap, the calculation gives 0.359 Ha. The lowest unoccupied orbital energy comes out at 0.70 eV.

Each line ends with the natural charge from an NBO analysis.
Element x y z (Å)
1 C 0.86643 -1.19107 -0.97102  -0.685
2 C 0.46540 0.23383 -1.16256  0.393
3 C 1.05669 1.28650 -0.57539  -0.644
4 O -0.61199 0.33471 -1.98105  -0.666
5 H -0.89023 1.25590 -2.05878  0.481
6 H 1.80451 -1.26411 -0.42394  0.220
7 H 0.08768 -1.71247 -0.40900  0.264
8 H 0.97540 -1.67931 -1.94074  0.231
9 H 1.95890 1.15292 0.00289  0.223
10 H 0.72740 2.30224 -0.75933  0.207
11 N -1.81728 -0.30563 1.29311  0.017
12 O -0.53446 0.63437 1.96822  -0.745
13 O -1.22576 -1.43800 1.68723  -0.628
14 H -0.33449 -0.49657 2.14430  0.510
15 H -0.04159 0.90318 1.15626  0.511
16 H -2.48662 -0.01648 2.02978  0.310

Q | Entry from OMol25: a 2-piece molecular cluster, C3H9NO3 overall (ωB97M-V/def2-TZVPD).

Its charge is 0. For the HOMO-LUMO gap, the calculation gives 0.387 Ha. The lowest unoccupied orbital energy comes out at 0.64 eV.

Each line ends with the natural charge from an NBO analysis.
Element x y z (Å)
1 N -0.31692 -0.40142 -0.57389  -0.831
2 C 0.26315 0.10267 0.55314  0.669
3 O 1.11899 -0.50850 1.16122  -0.601
4 C -0.26323 1.43242 1.01826  -0.539
5 C -1.72984 1.34236 1.51850  -0.042
6 O -2.35807 2.60698 1.55791  -0.719
7 H -0.08941 -1.33700 -0.86220  0.408
8 H -0.98324 0.15049 -1.09126  0.392
9 H 0.33777 1.71598 1.88555  0.231
10 H -0.23321 2.23690 0.31174  0.224
11 H -2.34276 0.76619 0.84488  0.173
12 H -1.69878 0.84907 2.47627  0.167
13 H -1.77835 3.30563 1.89969  0.468
14 O 3.38517 -4.24513 -3.18125  -0.926
15 H 3.84537 -4.49574 -3.99481  0.464
16 H 2.84335 -3.52087 -3.52377  0.462

R | Entry from OMol25: a 2-piece molecular cluster, C3H9NO3 overall (ωB97M-V/def2-TZVPD).

Its charge is 0. For the HOMO-LUMO gap, the calculation gives 0.338 Ha. The lowest unoccupied orbital energy comes out at 0.80 eV.

Each line ends with the natural charge from an NBO analysis.
Element x y z (Å)
1 C -0.75560 0.46082 0.29671  -0.182
2 C -1.58504 -0.78630 0.51634  -0.639
3 O -1.34296 1.36428 -0.64162  -0.755
4 H -2.14001 1.77040 -0.27732  0.469
5 H -0.64474 0.96546 1.27718  0.172
6 H 0.77095 0.88724 0.36181  0.451
7 H -2.56886 -0.55163 0.93911  0.196
8 H -1.07209 -1.45490 1.21102  0.220
9 H -1.72886 -1.32810 -0.41962  0.220
10 N 1.81743 0.57475 -0.11335  -0.398
11 C 0.71922 -0.29952 -0.93234  0.421
12 O 2.49502 -0.29544 0.76045  -0.557
13 O 0.92350 -1.49622 -0.92019  -0.665
14 H 2.24653 -1.18139 0.40358  0.491
15 H 2.50382 1.06763 -0.68833  0.389
16 H 0.36167 0.30295 -1.77342  0.167

The computed energies, referenced to the most stable structure and given in hartree, are P 0.1961; Q 0.0000; R 0.1886.

P | Entry from OMol25: a 2-piece molecular cluster, C3H9NO3 overall (ωB97M-V/def2-TZVPD).

Its charge is 0. For the HOMO-LUMO gap, the calculation gives 0.402 Ha. The lowest unoccupied orbital energy comes out at 0.83 eV.

Each line ends with the natural charge from an NBO analysis.
Element x y z (Å)
1 H -2.95913 0.32629 -0.18000  0.363
2 N -2.18743 0.05564 0.41918  -0.742
3 C -1.06242 -0.00180 -0.15963  0.458
4 O 0.02904 -0.34256 0.53916  -0.529
5 C 0.80680 -1.36878 -0.07413  -0.068
6 C 2.00736 -0.84212 -0.84592  -0.634
7 H -0.90531 0.10039 -1.24225  0.143
8 H 1.14416 -2.00094 0.75443  0.197
9 H 0.17224 -1.97783 -0.72837  0.176
10 H 2.58980 -1.68050 -1.22119  0.219
11 H 2.63280 -0.23676 -0.19684  0.215
12 H 1.68814 -0.22261 -1.68774  0.208
13 O -1.59900 2.33388 1.52498  -0.470
14 O -0.58992 2.27551 0.54164  -0.467
15 H -1.98899 1.41031 1.51377  0.472
16 H 0.22187 2.17191 1.04292  0.460

Q | Entry from OMol25: C3H9NO3 as an isolated structure (ωB97M-V/def2-TZVPD).

Its charge is 0. For the HOMO-LUMO gap, the calculation gives 0.378 Ha. The lowest unoccupied orbital energy comes out at 0.27 eV.

Each line ends with the natural charge from an NBO analysis.
Element x y z (Å)
1 H -1.15574 -0.27363 1.28038  0.477
2 O -1.09344 -1.16300 2.13922  -1.058
3 N -0.65197 0.65502 0.51485  -0.784
4 H -1.82224 -1.68215 2.38636  0.477
5 H -0.56509 1.43656 1.26028  0.411
6 H -1.34768 1.10711 -0.06537  0.397
7 C 0.55797 0.25746 -0.22133  -0.183
8 H 1.45461 0.22892 0.52884  0.235
9 C 0.53603 -1.12832 -0.73744  0.761
10 O 0.76851 -1.33169 -1.92522  -0.588
11 O 0.21094 -2.08367 0.14764  -0.711
12 H -0.35237 -1.70122 1.01542  0.506
13 C 0.82304 1.21616 -1.31155  -0.625
14 H 0.92822 2.25077 -0.99566  0.208
15 H 1.76078 0.95354 -1.95571  0.260
16 H -0.05156 1.25814 -2.06071  0.217

The computed energies, referenced to the most stable structure and given in hartree, are P 0.1123; Q 0.0000.